# 1
A single C21H31N3O2 molecule, computed with ωB97M-V/def2-TZVPD.

Calculated values
* LUMO energy: 0.62 eV
* electronic energy: -1133.600708 a.u.
* total charge: 0
* gap between HOMO and LUMO: 9.329 eV
* SMILES: Cc1ccccc1C(=O)NC1CCN(CC(=O)N2CCCC[C@@H]2C)CC1
* energy relative to the best compared isomer or geometry (same formula, charge and spin): 25.6 kcal/mol

Each line ends with the Löwdin charge.
Atoms and positions in Å:
O1 -4.2495 0.3063 -2.1108  0.072
O2 3.0704 2.0873 1.6406  0.044
N1 1.1224 -0.2234 0.0623  -0.174
N2 -2.9335 -0.0641 -0.3147  0.101
N3 4.0141 0.5082 0.3475  -0.013
C1 5.2125 1.3123 0.1903  -0.135
C2 -4.1354 0.0730 -0.9239  -0.442
C3 -1.6723 0.0521 -1.0139  -0.297
C4 4.0460 -0.7913 -0.2981  -0.332
C5 -6.4023 -1.4855 1.6510  -0.085
C6 -5.3346 -1.2555 0.8026  -0.039
C7 -7.4343 -0.5656 1.7128  -0.081
C8 -7.3960 0.5695 0.9228  -0.041
C9 -0.8680 -1.2566 -0.9215  -0.112
C10 3.0133 0.9898 1.1097  -0.448
C11 -5.2918 -0.1150 0.0077  -0.105
C12 -0.8452 1.2174 -0.4500  -0.107
C13 5.2769 -1.5729 0.1868  -0.145
C14 -6.3373 0.8121 0.0571  -0.210
C15 6.4297 0.5677 0.7313  -0.167
C16 0.0825 -1.2235 0.2671  -0.195
C17 6.5683 -0.7764 0.0242  -0.201
C18 1.7794 0.1122 1.3126  -0.108
C19 3.9997 -0.6547 -1.8219  -0.026
C20 -6.3055 2.0516 -0.7803  -0.033
C21 0.6431 0.9488 -0.6660  -0.167
H1 6.3020 0.4063 1.8037  0.119
H2 -4.5356 -1.9815 0.7371  0.112
H3 3.9032 -1.6395 -2.2711  0.084
H4 5.0500 2.2414 0.7395  0.120
H5 -1.5546 -2.0991 -0.8272  0.119
H6 -0.2862 -1.4000 -1.8316  0.119
H7 3.1491 -1.3364 -0.0049  0.121
H8 4.8941 -0.1840 -2.2181  0.067
H9 -1.1313 2.1536 -0.9283  0.122
H10 -1.9414 0.2443 -2.0571  0.146
H11 -8.2717 -0.7344 2.3738  0.102
H12 -7.2617 2.5672 -0.7442  0.077
H13 -6.0686 1.8006 -1.8113  0.076
H14 7.4026 -1.3403 0.4457  0.109
H15 -8.2066 1.2824 0.9739  0.110
H16 -0.4919 -1.0312 1.1905  0.120
H17 -1.0377 1.3217 0.6210  0.117
H18 -5.5309 2.7296 -0.4206  0.093
H19 1.1187 0.6668 2.0009  0.133
H20 -2.9039 -0.2318 0.6788  0.142
H21 5.3393 -2.5138 -0.3621  0.114
H22 0.8221 0.7858 -1.7350  0.118
H23 1.2295 1.8152 -0.3571  0.123
H24 7.3232 1.1752 0.5821  0.112
H25 5.3569 1.5512 -0.8678  0.125
H26 0.5734 -2.1965 0.3852  0.122
H27 2.0751 -0.8159 1.8128  0.131
H28 5.1422 -1.8084 1.2455  0.118
H29 3.1366 -0.0587 -2.1036  0.071
H30 6.7800 -0.6154 -1.0342  0.106
H31 -6.4285 -2.3778 2.2586  0.101


# 2
A molecular structure, C21H31N3OP2Sc at a distorted geometry, computed with ωB97M-V/def2-TZVPD.

Calculated values
* LUMO energy (spin up / spin down): -3.28 / -3.28 eV
* electronic energy: -2501.482408 a.u.
* total charge: +1
* gap between HOMO and LUMO (spin up / spin down): 5.419 / 5.420 eV
* energy relative to the best compared isomer or geometry (same formula, charge and spin): 110.1 kcal/mol

Each line ends with the Löwdin charge.
Atoms and positions in Å:
Sc1 0.8769 0.5661 0.9234  0.784
P1 0.2431 -2.2244 0.3773  0.817
P2 -1.9638 0.6021 0.0527  0.850
O1 0.1250 0.5560 2.6544  -0.203
N1 -1.4600 -0.8291 3.5174  0.228
N2 0.2491 -0.2609 -2.5654  0.153
N3 -0.6112 0.9736 4.7368  0.070
C1 -1.3679 1.5920 -2.4629  -0.253
C2 -2.4858 2.2666 0.6440  -0.266
C3 -0.4566 3.6575 -3.3405  -0.096
C4 2.2039 1.6048 -1.5281  -0.099
C5 -1.1569 -3.3846 0.6463  -0.277
C6 -0.0179 1.0767 -2.4493  -0.265
C7 0.8162 3.3107 -2.8790  -0.041
C8 2.5850 0.2551 -2.0288  -0.205
C9 -2.4388 0.8080 -1.7495  -0.286
C10 -3.4423 -0.3378 0.6388  -0.266
C11 3.0854 -2.4880 -2.2889  -0.042
C12 3.8789 -0.1867 -2.3316  -0.032
C13 1.0150 2.0485 -2.3076  -0.192
C14 1.5077 -3.0936 1.3813  -0.288
C15 0.7565 -2.9099 -1.2905  -0.284
C16 -1.5601 2.8212 -3.0840  -0.053
C17 1.5063 -0.6606 -2.1790  -0.259
C18 1.8114 -2.0552 -1.9373  -0.241
C19 0.2767 2.1354 4.8879  -0.005
C20 -0.6486 0.2372 3.6545  -0.495
C21 4.1053 -1.5502 -2.5410  -0.085
H1 -1.4884 -3.3763 1.6931  0.033
H2 0.9883 1.9391 5.6965  0.103
H3 4.7057 0.5261 -2.4208  0.118
H4 -1.2022 0.6668 5.5039  0.169
H5 3.2814 -3.5617 -2.3792  0.117
H6 -0.6212 4.5982 -3.8690  0.101
H7 -0.8646 -4.4170 0.3992  0.062
H8 -3.4058 -1.3671 0.2701  0.026
H9 -2.4951 -0.2065 -2.1765  0.090
H10 1.5832 -4.1503 1.0854  0.053
H11 1.6495 4.0189 -2.9829  0.118
H12 -1.8267 3.0296 0.2225  0.048
H13 3.0296 2.3184 -1.5286  0.128
H14 -2.0041 -3.1086 0.0064  0.033
H15 0.8331 2.3375 3.9631  0.091
H16 5.0816 -1.9053 -2.8694  0.101
H17 -2.4140 2.2945 1.7361  0.031
H18 -0.3284 3.0120 5.1373  0.101
H19 -1.4217 -1.3905 2.6650  0.082
H20 1.9028 1.5421 -0.2181  0.023
H21 -3.4234 1.3014 -1.8196  0.098
H22 -0.1483 -2.8976 -1.9178  0.091
H23 2.4827 -2.6161 1.2439  0.028
H24 -3.5192 2.4775 0.3456  0.055
H25 1.2284 -3.0315 2.4422  0.040
H26 -3.4620 -0.3555 1.7336  0.024
H27 -1.9974 -1.1304 4.3230  0.139
H28 1.1005 -3.9481 -1.1535  0.096
H29 -4.3737 0.1253 0.2863  0.059
H30 -2.5722 3.1230 -3.3703  0.115
H31 2.2694 -0.3784 0.8007  -0.039


# 3
A molecular structure, C21H31N3OP2Zr at a distorted geometry, computed with ωB97M-V/def2-TZVPD.

Calculated values
* LUMO energy: -6.81 eV
* electronic energy: -1787.593528 a.u.
* total charge: +2
* gap between HOMO and LUMO: 6.835 eV

Each line ends with the Löwdin charge.
Atoms and positions in Å:
Zr1 0.5098 -0.5040 0.4441  1.092
P1 -1.6588 0.6676 1.0237  0.791
P2 1.9345 1.6788 0.3197  0.722
O1 0.1325 -1.5980 2.2954  -0.250
N1 0.9606 -0.8134 4.2867  0.193
N2 -0.0781 0.2680 -1.6998  -0.061
N3 -0.4140 -2.6023 4.3279  0.044
C1 0.1971 -1.6678 3.5759  -0.532
C2 0.0709 -1.4292 -3.8512  0.100
C3 -1.2419 -3.7064 3.8694  -0.033
C4 -1.9103 2.1619 1.9932  -0.238
C5 3.3228 0.3684 -4.0669  -0.030
C6 1.8995 1.5080 -2.4524  -0.222
C7 -2.4940 -0.1060 -1.4852  -0.222
C8 -1.1363 -1.3012 -3.1665  -0.140
C9 1.0582 -0.4575 -3.6884  -0.133
C10 -2.6467 1.0119 -0.4915  -0.273
C11 0.8987 0.5103 -2.6435  -0.171
C12 -2.8404 -0.4575 1.8677  -0.235
C13 3.0954 1.4118 -3.1493  -0.006
C14 1.7259 2.5059 -1.3445  -0.285
C15 -1.2513 -0.2805 -2.1674  -0.185
C16 2.3144 -0.5435 -4.3466  0.013
C17 -3.2762 -2.1895 -2.4427  -0.034
C18 3.7396 1.5220 0.2338  -0.244
C19 -3.4643 -1.0867 -1.5936  -0.007
C20 -2.1502 -2.2846 -3.2428  0.016
C21 1.8612 3.1904 1.2897  -0.241
H1 2.4604 -1.3631 -5.0606  0.134
H2 -3.6713 1.2150 -0.1568  0.108
H3 1.5774 -0.1772 3.7828  0.098
H4 -1.4179 3.0175 1.5081  0.045
H5 4.0230 0.7299 -0.4659  0.056
H6 4.0783 1.2248 1.2337  0.054
H7 2.1246 2.9759 2.3322  0.059
H8 -0.7962 -4.6851 4.1163  0.104
H9 4.1763 2.4855 -0.0708  0.071
H10 -3.8473 -0.0058 1.8397  0.070
H11 0.8651 -1.9509 -0.6159  -0.073
H12 0.8544 3.6274 1.2876  0.042
H13 -4.3466 -0.9931 -0.9628  0.130
H14 -2.8720 -1.4405 1.3773  0.053
H15 2.5863 3.9069 0.8682  0.073
H16 0.7061 2.8987 -1.3344  0.090
H17 -1.3347 -3.6442 2.7818  0.086
H18 2.4218 3.3547 -1.3593  0.099
H19 -2.2465 -3.6564 4.3250  0.101
H20 -0.3536 -2.4220 5.3250  0.157
H21 -2.5423 -0.6161 2.9157  0.050
H22 0.2494 -2.2782 -4.5034  0.148
H23 -2.9950 2.3529 2.0895  0.078
H24 -1.4672 2.0529 2.9966  0.063
H25 4.2931 0.3361 -4.5716  0.125
H26 3.8610 2.1577 -2.9392  0.131
H27 1.9058 -0.0107 1.5540  -0.073
H28 -2.2449 1.9572 -0.8639  0.099
H29 -4.0627 -2.9389 -2.4848  0.122
H30 0.8413 -0.7701 5.2948  0.133
H31 -1.9850 -3.1178 -3.9341  0.136


# 4
A single C21H31N5O3 molecule, computed with ωB97M-V/def2-TZVPD.

Calculated values
* LUMO energy: 0.52 eV
* electronic energy: -1318.392253 a.u.
* total charge: 0
* gap between HOMO and LUMO: 9.631 eV
* SMILES: CC[C@@H]1CC[C@@](O)(C(=O)NCCN(C(=O)c2ccnc3c2ncn3C)C(C)C)C1
* energy relative to the best compared isomer or geometry (same formula, charge and spin): 2.8 kcal/mol

Each line ends with the Löwdin charge.
Atoms and positions in Å:
O1 -3.8756 1.9112 1.6211  0.069
O2 1.2774 0.3178 3.4210  0.071
O3 -4.6185 3.8922 0.0961  0.005
N1 -0.7237 -3.0961 4.1753  0.142
N2 0.1032 -4.6934 5.5239  -0.056
N3 -0.8547 0.3153 4.1653  -0.007
N4 -1.7541 1.8347 0.8657  0.091
N5 1.7490 -3.4053 6.7309  0.140
C1 -1.3522 0.8009 1.8030  -0.129
C2 -1.6537 5.8699 -2.4951  -0.224
C3 -3.4642 2.6377 -1.6274  -0.097
C4 0.7936 -3.5415 5.8257  -0.249
C5 0.7921 -1.2706 5.0788  -0.066
C6 -1.1683 1.3680 3.2102  -0.125
C7 -2.3465 4.4640 -0.4498  -0.061
C8 -0.7742 -4.3477 4.5367  -0.129
C9 -1.8880 -0.0791 5.1345  -0.376
C10 -3.0173 2.3035 0.8422  -0.407
C11 -2.1645 1.0495 6.1246  -0.039
C12 -0.5100 5.8679 -3.5039  -0.111
C13 -3.3712 3.3225 -0.2422  -0.424
C14 -3.1486 -0.5451 4.4156  -0.043
C15 2.2440 -2.1703 6.7972  -0.127
C16 0.4181 -0.1392 4.1608  -0.408
C17 0.3179 -5.9933 6.1215  -0.014
C18 0.2645 -2.5562 4.9796  -0.185
C19 -1.9760 4.4726 -1.9462  -0.323
C20 -3.1813 3.7818 -2.5899  -0.148
C21 1.8152 -1.1031 6.0007  -0.001
H1 -0.3618 2.1007 3.2048  0.131
H2 -1.4706 4.3736 0.1942  0.117
H3 -2.5777 1.9271 5.6254  0.077
H4 -2.1192 0.0271 1.8206  0.122
H5 -1.0844 2.1962 0.2100  0.139
H6 -2.0909 1.8561 3.5168  0.109
H7 1.2879 -6.3949 5.8315  0.093
H8 -2.8537 5.3899 -0.1758  0.128
H9 -3.5840 0.2519 3.8085  0.070
H10 -0.3181 6.8670 -3.8960  0.068
H11 -5.0063 3.2911 0.7550  0.090
H12 -1.0956 3.8347 -2.0966  0.137
H13 -2.8904 0.7207 6.8688  0.082
H14 -4.4409 2.1693 -1.7452  0.127
H15 -1.4442 -5.0809 4.1120  0.131
H16 3.0363 -2.0123 7.5178  0.104
H17 -2.6938 1.8680 -1.7252  0.120
H18 0.4100 5.5077 -3.0394  0.072
H19 -2.9178 -1.3968 3.7759  0.070
H20 -2.5556 6.2993 -2.9394  0.112
H21 -1.3814 6.5273 -1.6653  0.106
H22 -0.7282 5.2151 -4.3520  0.072
H23 -1.2498 1.3456 6.6399  0.082
H24 -2.9876 3.4467 -3.6106  0.118
H25 -0.4666 -6.6680 5.7857  0.088
H26 0.2842 -5.9115 7.2060  0.091
H27 -3.8934 -0.8554 5.1495  0.083
H28 2.2972 -0.1397 6.0951  0.118
H29 -1.4790 -0.9216 5.6865  0.123
H30 -4.0294 4.4709 -2.6139  0.125
H31 -0.4149 0.3666 1.4613  0.125